The following is a DFT calculation (ωB97M-V/def2-TZVPD) of 10 unconnected molecules or ions with the total composition C20H62BF4N12O9 at a distorted geometry.

Each line ends with the Löwdin charge.
Positions of all 108 atoms, in Å:
B -12.91 10.52 -13.29  -1.397
F -12.09 10.87 -14.29  0.162
F -13.99 11.35 -13.13  0.121
F -13.49 9.22 -13.49  0.026
F -12.26 10.45 -12.07  0.090
C -18.27 7.02 -11.44  -0.726
O -19.11 6.23 -11.02  0.019
N -17.91 8.22 -11.05  0.141
N -17.28 6.68 -12.28  0.127
H -18.27 8.56 -10.17  0.117
H -17.21 8.75 -11.55  0.109
H -16.62 7.36 -12.63  0.102
H -17.16 5.71 -12.50  0.110
C -11.55 4.41 -12.76  -0.827
O -10.90 3.42 -12.90  0.040
N -11.24 5.40 -11.94  0.162
N -12.48 4.68 -13.58  0.169
H -10.42 5.47 -11.36  0.114
H -11.66 6.31 -12.04  0.102
H -12.88 5.61 -13.50  0.113
H -12.91 3.96 -14.14  0.127
C -14.44 10.05 -7.29  -0.787
O -15.08 10.21 -6.26  0.005
N -13.65 9.04 -7.67  0.161
N -14.64 10.87 -8.25  0.162
H -13.76 8.15 -7.21  0.115
H -13.30 9.18 -8.61  0.101
H -15.29 11.59 -7.97  0.123
H -14.17 10.81 -9.14  0.119
C -12.23 16.01 -13.78  -0.895
O -12.35 17.01 -13.17  0.062
N -13.21 15.63 -14.47  0.177
N -11.20 15.23 -13.73  0.182
H -13.23 14.64 -14.64  0.117
H -14.03 16.19 -14.28  0.131
H -11.31 14.30 -14.13  0.108
H -10.57 15.35 -12.95  0.119
C -17.14 11.11 -17.28  -0.068
C -16.09 10.88 -18.34  -0.441
C -15.26 12.15 -18.69  -0.218
O -15.97 13.07 -19.46  -0.174
C -15.20 14.22 -19.75  -0.122
N -15.16 9.89 -17.86  0.039
H -17.94 11.78 -17.62  0.075
H -16.74 11.67 -16.43  0.078
H -17.61 10.19 -16.93  0.080
H -16.58 10.51 -19.24  0.129
H -14.30 11.95 -19.16  0.119
H -15.12 12.59 -17.70  0.121
H -15.00 14.83 -18.87  0.088
H -15.67 14.75 -20.58  0.086
H -14.23 14.01 -20.21  0.079
H -14.24 10.14 -18.21  0.059
H -15.08 9.93 -16.86  0.072
C -7.08 11.05 -19.55  -0.068
C -8.15 11.65 -18.63  -0.449
C -8.66 13.09 -19.14  -0.158
O -7.61 14.09 -19.24  -0.182
C -7.11 14.43 -17.93  -0.110
N -9.23 10.71 -18.59  0.023
H -6.28 11.75 -19.79  0.071
H -7.51 10.77 -20.52  0.076
H -6.69 10.09 -19.19  0.069
H -7.79 11.75 -17.60  0.116
H -9.48 13.23 -18.43  0.107
H -9.14 13.04 -20.11  0.119
H -6.30 15.16 -17.93  0.082
H -6.70 13.57 -17.40  0.073
H -7.89 14.87 -17.30  0.085
H -9.64 11.00 -17.72  0.073
H -8.86 9.78 -18.49  0.071
C -17.89 14.98 -11.38  -0.074
C -18.97 14.86 -10.36  -0.465
C -18.60 15.33 -8.93  -0.212
O -17.88 14.38 -8.16  -0.203
C -17.17 15.06 -7.04  -0.056
N -20.11 15.66 -10.78  0.023
H -18.22 14.46 -12.28  0.077
H -16.97 14.48 -11.07  0.086
H -17.76 16.04 -11.56  0.082
H -19.25 13.81 -10.44  0.130
H -19.52 15.43 -8.34  0.118
H -18.05 16.26 -9.07  0.123
H -17.86 15.55 -6.35  0.079
H -16.51 15.81 -7.48  0.079
H -16.57 14.29 -6.55  0.081
H -20.48 15.26 -11.63  0.072
H -20.81 15.74 -10.05  0.062
C -9.67 15.61 -7.17  -0.083
C -8.66 14.66 -7.80  -0.404
C -7.64 14.08 -6.81  -0.211
O -6.86 15.07 -6.16  -0.185
C -5.90 14.43 -5.27  -0.103
N -9.47 13.55 -8.37  0.024
H -9.18 16.47 -6.73  0.074
H -10.26 15.11 -6.40  0.078
H -10.40 15.93 -7.92  0.076
H -8.17 15.24 -8.59  0.136
H -6.91 13.39 -7.24  0.119
H -8.18 13.55 -6.02  0.123
H -6.35 14.25 -4.30  0.080
H -5.00 15.01 -5.13  0.081
H -5.54 13.43 -5.52  0.078
H -10.23 13.82 -8.98  0.065
H -9.97 13.14 -7.59  0.059
O -7.97 10.43 -11.50  -0.059
H -8.66 10.22 -12.13  0.027
H -8.38 11.02 -10.88  0.022

Properties
relative energy (zero: lowest compared OMol25 entry of this formula, charge and spin) = 15.1 kcal/mol
orbital gap = 9.4 eV
charge = -1
multiplicity = 1

The following is a DFT calculation (ωB97M-V/def2-TZVPD) of 10 unconnected molecules or ions with the total composition C20H62N10O14 at a distorted geometry.

Each line ends with the Löwdin charge.
Positions of all 106 atoms, in Å:
C -1.05 1.56 -0.74  -0.094
O -0.59 0.79 0.33  -0.219
C 0.64 1.25 0.94  -0.140
C 1.07 0.37 2.07  -0.382
C 2.41 0.74 2.67  -0.059
N 1.29 -1.01 1.49  0.068
H -0.31 1.85 -1.50  0.079
H -1.54 2.45 -0.35  0.076
H -1.78 1.03 -1.36  0.071
H 1.37 1.18 0.13  0.123
H 0.58 2.30 1.25  0.126
H 0.36 0.13 2.87  0.134
H 2.69 0.11 3.51  0.055
H 2.42 1.81 2.93  0.077
H 3.21 0.64 1.93  0.076
H 0.74 -1.18 0.66  0.026
H 0.98 -1.71 2.16  0.061
C 5.46 -2.15 1.04  -0.116
O 4.74 -3.11 0.31  -0.169
C 4.99 -3.09 -1.07  -0.200
C 3.69 -2.72 -1.80  -0.415
C 3.92 -2.52 -3.28  -0.072
N 3.11 -1.45 -1.29  0.050
H 5.41 -1.18 0.53  0.081
H 6.48 -2.42 1.34  0.089
H 4.96 -1.92 1.99  0.085
H 5.73 -2.36 -1.41  0.124
H 5.33 -4.06 -1.45  0.130
H 2.96 -3.52 -1.67  0.130
H 3.95 -3.49 -3.79  0.084
H 4.85 -2.01 -3.55  0.082
H 3.17 -1.93 -3.81  0.073
H 3.27 -1.41 -0.28  0.055
H 3.73 -0.69 -1.57  0.074
N 0.67 -5.32 0.58  0.161
C 0.11 -5.27 1.82  -0.677
N -0.54 -4.12 2.15  0.171
O 0.18 -6.21 2.61  -0.006
H 0.66 -4.45 0.07  0.053
H 1.21 -6.10 0.26  0.096
H -0.72 -3.43 1.44  0.054
H -0.86 -4.00 3.09  0.101
N 1.49 5.45 1.78  0.132
C 1.95 4.77 0.67  -0.674
N 1.44 5.30 -0.49  0.151
O 2.83 3.92 0.79  0.014
H 1.97 5.15 2.61  0.098
H 0.72 6.08 1.75  0.079
H 0.93 6.16 -0.43  0.083
H 1.39 4.78 -1.36  0.047
N 0.92 2.72 -4.20  0.180
C 1.70 2.72 -3.11  -0.656
N 2.06 1.49 -2.63  0.171
O 2.13 3.76 -2.59  0.000
H 0.67 3.58 -4.65  0.119
H 0.60 1.86 -4.60  0.100
H 1.61 0.70 -3.06  0.084
H 2.81 1.35 -1.98  0.093
N -3.12 4.83 -0.43  0.156
C -4.17 4.66 -1.28  -0.680
N -4.70 3.39 -1.23  0.160
O -4.60 5.55 -2.00  0.020
H -2.72 4.05 0.05  0.064
H -2.72 5.74 -0.31  0.098
H -5.56 3.32 -1.76  0.104
H -4.44 2.67 -0.57  0.042
O 0.47 -2.80 -1.01  -0.118
C -0.48 -1.95 -1.69  -0.201
C -1.82 -2.12 -0.98  -0.221
O -1.74 -1.66 0.36  -0.090
H 1.34 -2.49 -1.34  0.035
H -0.15 -0.91 -1.66  0.102
H -0.56 -2.37 -2.69  0.126
H -2.02 -3.19 -1.06  0.131
H -2.59 -1.61 -1.57  0.104
H -1.45 -0.72 0.30  0.052
O -3.08 1.67 -5.28  -0.068
C -2.96 1.63 -3.85  -0.246
C -4.03 0.71 -3.32  -0.265
O -3.84 -0.61 -3.83  -0.061
H -3.89 2.17 -5.46  0.095
H -1.96 1.24 -3.63  0.099
H -2.99 2.61 -3.36  0.112
H -5.02 1.13 -3.53  0.121
H -3.92 0.67 -2.24  0.086
H -3.74 -0.47 -4.78  0.085
O 1.17 -3.18 5.53  -0.063
C 1.73 -1.87 5.59  -0.240
C 0.56 -0.96 5.91  -0.260
O 0.16 -1.07 7.27  -0.053
H 1.68 -3.81 6.05  0.087
H 2.48 -1.73 6.38  0.117
H 2.30 -1.72 4.67  0.095
H -0.18 -1.09 5.12  0.115
H 0.89 0.09 5.84  0.114
H 0.91 -0.86 7.83  0.084
O -4.56 -1.53 1.66  -0.056
C -5.32 -0.84 0.67  -0.228
C -5.31 0.67 0.90  -0.172
O -4.07 1.19 0.33  -0.139
H -3.87 -2.00 1.17  0.060
H -4.92 -1.14 -0.30  0.121
H -6.39 -1.09 0.75  0.118
H -5.33 0.98 1.95  0.127
H -6.18 1.13 0.41  0.117
H -3.45 0.51 0.63  0.075

Properties
SMILES string = COC[C@H](C)N.COC[C@H](C)N.NC(N)=O.NC(N)=O.NC(N)=O.NC(N)=O.OCCO.OCCO.OCCO.OCCO
relative energy (zero: lowest compared OMol25 entry of this formula, charge and spin) = 0.0 kcal/mol
orbital gap = 9.0 eV
multiplicity = 1

The following is a DFT calculation (ωB97M-V/def2-TZVPD) of a molecular structure, C20H64LiN22O21 at a distorted geometry.

Each line ends with the Löwdin charge.
Positions of all 128 atoms, in Å:
Li 0.39 4.05 0.18  0.724
C 1.05 -0.06 -0.18  -0.070
C 0.18 -1.07 -0.05  -0.319
C -1.31 -0.83 0.23  -0.282
O -2.25 -1.70 0.39  -0.033
C -1.78 0.43 0.47  -0.068
C -0.92 1.60 0.49  -0.282
C 0.62 1.29 0.07  -0.321
O 1.43 2.19 -0.03  -0.080
O -1.28 2.79 0.67  -0.098
O 0.63 -2.23 -0.40  -0.040
H 2.09 -0.23 -0.40  0.118
H -2.78 0.69 0.77  0.104
O 1.20 -4.30 1.92  -0.051
H 1.04 -3.49 1.45  -0.011
H 0.73 -4.20 2.75  0.017
O -5.45 1.55 1.75  -0.042
H -5.50 1.28 0.83  0.044
H -4.77 2.22 1.77  0.041
O 2.20 5.00 0.02  -0.095
H 3.04 4.69 0.34  0.036
H 2.23 5.95 0.14  0.071
O 4.11 2.76 0.66  -0.035
H 4.11 2.61 1.60  0.062
H 3.24 2.49 0.37  -0.011
O -0.92 0.25 3.39  -0.033
H -1.59 -0.40 3.61  0.034
H -1.16 0.55 2.51  -0.018
C 0.70 -0.44 -4.22  -0.773
O 0.74 -0.06 -5.39  0.002
N 0.68 0.45 -3.25  0.175
N 0.58 -1.66 -3.83  0.193
H 0.88 1.41 -3.47  0.106
H 0.76 0.14 -2.29  0.055
H 0.60 -2.34 -4.59  0.125
H 0.44 -1.89 -2.86  0.091
C 2.87 -0.31 3.20  -0.742
O 3.54 -0.65 4.19  -0.001
N 3.24 -0.64 1.98  0.177
N 1.99 0.60 3.13  0.187
H 2.60 -0.55 1.20  0.047
H 3.92 -1.38 1.94  0.120
H 1.84 1.20 3.93  0.079
H 1.94 0.98 2.19  0.090
C 3.71 2.80 -3.05  -0.740
O 4.55 2.46 -3.86  0.035
N 2.94 1.95 -2.46  0.175
N 3.53 4.00 -2.53  0.183
H 2.21 2.09 -1.78  0.074
H 3.24 1.02 -2.70  0.060
H 2.89 4.24 -1.78  0.065
H 4.14 4.66 -3.00  0.118
C -1.80 -5.58 -1.00  -0.792
O -1.76 -6.82 -1.07  -0.011
N -0.78 -4.86 -1.39  0.178
N -2.71 -4.96 -0.38  0.183
H -0.03 -5.27 -1.93  0.104
H -0.74 -3.87 -1.20  0.066
H -3.44 -5.48 0.09  0.131
H -2.73 -3.96 -0.51  0.086
C 4.13 -4.23 -1.21  -0.759
O 4.92 -5.18 -1.33  0.016
N 4.36 -3.05 -0.79  0.174
N 2.84 -4.21 -1.48  0.152
H 3.64 -2.39 -1.06  0.074
H 5.22 -2.62 -0.49  0.123
H 2.21 -3.43 -1.30  0.062
H 2.45 -5.00 -1.98  0.109
C -5.06 0.03 -2.17  -0.794
O -5.79 0.45 -3.03  0.045
N -5.20 -1.10 -1.56  0.168
N -4.03 0.67 -1.66  0.176
H -4.48 -1.49 -0.96  0.090
H -6.01 -1.67 -1.77  0.119
H -3.35 0.34 -0.99  0.052
H -3.94 1.66 -1.81  0.094
C 3.94 -1.06 -3.95  -0.764
O 3.75 -0.76 -2.81  -0.011
N 3.69 -2.24 -4.42  0.199
N 4.27 -0.21 -4.91  0.212
H 3.87 -2.53 -5.37  0.124
H 3.49 -2.94 -3.72  0.101
H 4.65 -0.64 -5.74  0.116
H 4.47 0.75 -4.66  0.070
C -4.59 -1.33 3.79  -0.739
O -3.94 -2.27 4.17  0.040
N -4.61 -0.99 2.52  0.171
N -5.40 -0.51 4.37  0.180
H -4.95 -0.05 2.37  0.038
H -3.96 -1.45 1.90  0.087
H -5.35 -0.52 5.38  0.126
H -5.87 0.19 3.81  0.108
C 0.67 3.74 3.40  -0.785
O 1.34 4.13 2.54  0.072
N 1.22 3.09 4.47  0.151
N -0.61 3.60 3.38  0.185
H 0.55 2.80 5.17  0.112
H 2.19 2.82 4.52  0.113
H -1.22 4.14 2.78  0.113
H -1.04 2.86 3.92  0.108
C 6.52 0.60 -1.05  -0.735
O 7.41 1.28 -0.49  -0.006
N 5.23 0.56 -0.75  0.163
N 6.68 -0.16 -2.07  0.170
H 5.02 1.25 -0.04  0.061
H 4.54 0.34 -1.46  0.044
H 5.91 -0.73 -2.39  0.081
H 7.61 -0.29 -2.46  0.121
C -2.34 -5.29 3.57  -0.848
O -2.11 -6.43 3.67  0.072
N -1.81 -4.36 2.78  0.169
N -3.11 -4.70 4.38  0.153
H -1.15 -4.74 2.11  0.088
H -2.32 -3.51 2.59  0.083
H -3.47 -5.18 5.18  0.124
H -3.41 -3.77 4.11  0.023
C -6.06 4.20 -1.03  -0.027
C -4.53 4.28 -0.75  -0.435
C -4.03 5.44 0.21  -0.030
O -4.01 3.09 -0.21  -0.104
H -6.59 4.23 -0.08  0.073
H -6.43 3.32 -1.56  0.077
H -6.37 5.07 -1.60  0.077
H -4.05 4.41 -1.72  0.127
H -4.60 5.50 1.14  0.077
H -4.15 6.42 -0.26  0.069
H -2.95 5.37 0.33  0.057
H -3.06 3.22 -0.10  0.041

Properties
orbital gap = 6.9 eV
charge = -1
multiplicity = 1

The following is a DFT calculation (ωB97M-V/def2-TZVPD) of 9 unconnected molecules or ions with the total composition C20H64N5O8 at a distorted geometry.

Each line ends with the Löwdin charge.
Positions of all 97 atoms, in Å:
N 0.69 0.42 -0.97  0.329
H 1.47 -0.16 -1.30  0.095
H 0.78 1.29 -0.94  -0.031
H 0.29 0.20 0.11  0.207
H -0.09 0.06 -1.52  0.097
C -3.64 1.06 -2.10  -0.054
C -3.41 0.73 -0.66  -0.383
C -4.58 0.10 0.08  -0.203
O -5.79 0.66 -0.35  -0.194
C -6.91 0.28 0.33  -0.134
N -2.27 -0.21 -0.38  0.065
H -4.44 1.87 -2.04  0.116
H -3.69 0.15 -2.75  0.092
H -2.92 1.71 -2.53  0.034
H -3.06 1.76 -0.12  0.171
H -4.65 0.26 1.25  0.155
H -4.71 -0.99 -0.08  0.102
H -7.06 -0.91 0.30  0.135
H -7.70 0.57 -0.20  0.042
H -7.00 0.47 1.34  0.064
H -2.15 -0.36 0.52  -0.005
H -2.47 -1.07 -0.85  0.008
C 2.51 1.29 3.61  -0.042
C 2.07 -0.08 3.34  -0.402
C 2.81 -1.26 4.07  -0.191
O 4.06 -1.41 3.45  -0.196
C 4.81 -2.48 3.97  -0.082
N 0.68 -0.02 3.82  0.007
H 2.13 1.75 4.41  0.052
H 2.26 2.06 2.86  0.083
H 3.51 1.21 3.68  0.053
H 1.96 -0.20 2.33  0.085
H 2.13 -2.03 4.07  0.082
H 2.76 -1.02 5.15  0.142
H 4.96 -2.39 5.01  0.079
H 5.61 -2.45 3.20  0.107
H 4.15 -3.36 3.72  0.101
H 0.62 0.09 4.80  0.074
H 0.33 -1.06 3.40  0.176
C -1.33 -3.22 -2.30  -0.083
C -2.72 -3.86 -1.92  -0.396
C -2.16 -4.79 -0.70  -0.184
O -1.32 -5.78 -1.28  -0.207
C -1.14 -6.88 -0.53  -0.156
N -3.49 -2.75 -1.44  0.017
H -0.52 -3.82 -2.71  0.079
H -0.94 -2.60 -1.59  0.005
H -1.54 -2.31 -3.03  0.099
H -3.10 -4.69 -2.63  0.168
H -3.26 -5.15 -0.61  0.145
H -1.64 -4.22 0.05  0.118
H -0.83 -6.66 0.50  0.085
H -0.43 -7.57 -0.88  0.069
H -2.21 -7.40 -0.49  0.133
H -4.33 -3.14 -1.01  0.093
H -3.76 -2.32 -2.36  0.112
C 3.91 4.00 1.26  -0.050
C 2.78 3.33 0.42  -0.435
C 2.23 4.19 -0.64  -0.197
O 1.55 5.32 0.00  -0.225
C 0.79 6.27 -0.86  -0.042
N 3.40 2.12 -0.18  0.048
H 4.76 4.21 0.65  0.063
H 4.40 3.26 1.98  0.092
H 3.53 4.85 1.81  0.075
H 1.86 3.21 1.04  0.129
H 1.25 3.66 -1.17  0.154
H 2.96 4.71 -1.24  0.125
H 1.50 6.70 -1.49  0.051
H 0.74 7.11 -0.38  0.022
H -0.02 5.73 -1.61  0.140
H 3.95 2.27 -1.00  0.064
H 4.11 1.64 0.33  0.059
C 1.68 -1.31 -4.04  -0.175
O 2.38 -1.63 -2.88  -0.151
H 0.70 -0.96 -3.92  0.047
H 1.68 -2.30 -4.61  0.125
H 1.95 -0.54 -4.62  0.033
H 3.08 -2.34 -3.19  0.157
C -1.82 2.19 2.47  -0.176
O -0.70 1.49 1.95  -0.224
H -2.01 3.07 1.97  0.045
H -1.58 2.62 3.41  0.068
H -2.71 1.47 2.41  0.098
H -0.35 1.13 2.91  0.087
C 3.22 -2.33 0.07  -0.216
O 2.00 -1.82 0.37  -0.227
H 3.88 -2.54 0.96  0.086
H 3.72 -1.61 -0.57  0.076
H 3.07 -3.28 -0.43  0.077
H 1.29 -2.49 1.07  0.247
C -0.45 3.52 -3.33  -0.239
O -0.31 2.19 -3.29  -0.137
H -0.86 3.86 -4.25  0.067
H 0.61 3.98 -3.55  0.131
H -1.23 3.80 -2.70  0.069
H -0.24 1.86 -4.23  0.126

Properties
relative energy (zero: lowest compared OMol25 entry of this formula, charge and spin) = 12.2 kcal/mol
orbital gap = 9.1 eV
charge = +1
multiplicity = 1

Q: Among the records above, which one has the highest orbital gap?
A: C20H62BF4N12O9